[1]
Density functional theory data (the ωB97M-V functional and the def2-TZVPD basis) for C9H13FHfO2 as an isolated structure.

Calculated values
Charge: +4
Kohn-Sham gap (eV): 5.36
HOMO (eV): -25.80
LUMO level (eV): -20.431
2S+1: 1

```
26
C9H13FHfO2 (the ωB97M-V functional and the def2-TZVPD basis)
H 0.29 0.14 1.04
C 1.68 -1.40 0.46
C -2.35 0.27 0.27
H 1.16 0.83 -1.47
C -3.83 0.60 0.07
C 2.46 1.50 0.19
H -1.76 0.44 -0.90
H 3.60 -0.93 -0.44
Hf -0.39 0.47 -2.51
F -1.78 1.14 1.08
H 2.21 -1.13 1.38
H -0.08 -0.60 -0.65
H -4.11 1.22 0.94
C 2.53 -0.83 -0.71
H 3.02 1.11 -1.71
H 2.30 -1.38 -1.64
C 2.34 0.69 -0.95
H 1.66 -2.50 0.44
H -4.46 -0.28 0.02
H -3.96 1.21 -0.83
C 0.28 -0.82 0.49
C 2.38 2.18 1.20
C -2.02 -1.22 0.69
O -0.70 -1.61 1.03
O -2.86 -2.03 0.67
H 2.24 2.93 1.98
```

***

[2]
Density functional theory data (the ωB97M-V functional and the def2-TZVPD basis) for C9H13HgNO2 as an isolated structure.

Calculated values
Charge: -2
Kohn-Sham gap (eV): 4.67
HOMO (eV): 1.58
LUMO level (eV): 6.256
2S+1: 1

```
26
C9H13HgNO2 (the ωB97M-V functional and the def2-TZVPD basis)
C 1.77 -1.46 1.35
C -3.08 -0.08 0.65
H 1.38 -2.31 1.90
C -0.59 -0.79 -1.71
C 2.53 0.68 0.83
C 1.91 -0.12 1.86
O -0.48 1.64 2.55
H -1.52 -1.36 -1.48
H -2.64 -1.08 0.72
H 0.17 -1.39 -2.22
H 3.05 0.20 -1.30
H -0.12 0.76 -3.15
H -4.13 -0.07 0.93
H -1.85 0.77 -2.40
C -1.13 0.95 1.82
C 2.24 -1.47 -0.01
C 2.70 -0.14 -0.33
H 2.21 -2.31 -0.69
N -0.63 1.52 -1.10
H -2.89 0.34 -0.34
C -0.75 0.63 -2.22
H 1.67 0.21 2.86
O -2.46 0.88 1.72
H -0.17 2.41 -1.38
H 2.74 1.74 0.91
Hg 0.08 -0.15 0.26
```

***

[3]
Density functional theory data (the ωB97M-V functional and the def2-TZVPD basis) for C9H13N in the gas phase.

Calculated values
Kohn-Sham gap (eV): 9.31
Relative energy (zero: lowest compared OMol25 entry of this formula, charge and spin) (kJ/mol): 111.44
HOMO (eV): -8.95
LUMO level (eV): 0.360
2S+1: 1

```
23
C9H13N (the ωB97M-V functional and the def2-TZVPD basis)
H 1.89 0.54 2.17
H -3.07 1.08 1.50
H -0.23 -2.36 0.59
C 1.80 0.23 1.10
H 1.77 1.19 0.56
N -2.62 -1.60 -0.16
H 1.02 -2.15 1.50
H -0.74 2.03 -1.77
H -1.79 2.75 0.51
C -1.62 1.76 0.16
C 0.43 -0.38 0.62
C -2.36 -0.56 0.27
C 0.04 0.33 -0.75
H 1.22 -1.13 -1.82
H 0.40 0.19 -2.90
H 1.22 -2.21 -0.34
C -2.35 0.81 0.73
H -0.40 -0.06 1.22
H 2.61 -0.38 0.74
H 1.82 0.46 -1.71
C 0.94 -0.11 -1.95
C -0.66 1.46 -0.82
C 0.68 -1.88 0.54
```

***

[4]
Density functional theory data (the ωB97M-V functional and the def2-TZVPD basis) for a 2-piece molecular cluster, C9H13N overall.

Calculated values
Kohn-Sham gap (eV): 9.99
Relative energy (zero: lowest compared OMol25 entry of this formula, charge and spin) (kJ/mol): 192.98
HOMO (eV): -9.17
LUMO level (eV): 0.816
2S+1: 1

```
23
C9H13N (the ωB97M-V functional and the def2-TZVPD basis)
C 0.26 -0.88 0.48
C 1.96 0.65 -1.33
C 1.61 1.20 -0.17
C -2.06 -1.31 1.12
C 2.45 1.19 1.07
N 1.11 -1.50 0.95
H 0.76 1.94 -0.17
H -1.90 -0.82 2.08
H 1.82 1.19 1.95
H -3.11 -1.21 0.85
H -0.71 -0.94 -2.07
H 3.07 0.30 1.11
H -1.71 2.96 -0.20
H -2.39 -1.29 -1.65
C -1.47 0.72 -0.09
H 3.09 2.07 1.10
C -1.18 -0.68 0.03
H 2.79 -0.06 -1.38
H -1.82 -2.37 1.23
C -1.36 -1.39 -1.32
H -1.12 -2.45 -1.22
H 1.37 0.76 -2.22
C -1.47 1.93 -0.16
```

***

[5]
Density functional theory data (the ωB97M-V functional and the def2-TZVPD basis) for an isolated ion of composition C9H13N2 and charge +1.

Calculated values
Charge: +1
Kohn-Sham gap (eV): 9.49
Relative energy (zero: lowest compared OMol25 entry of this formula, charge and spin) (kJ/mol): 165.44
HOMO (eV): -13.30
LUMO level (eV): -3.805
2S+1: 1

```
24
C9H13N2 (the ωB97M-V functional and the def2-TZVPD basis)
H -1.65 0.05 1.34
H 0.63 1.65 1.48
H 3.14 1.32 1.60
C -1.48 -1.46 -0.13
H 0.47 -0.70 -1.85
H -1.16 -1.56 -1.16
H -1.60 -3.56 0.35
H 2.77 -1.64 -1.45
H -0.99 2.97 -1.06
C 1.09 -0.24 -1.15
H 4.09 -0.54 -0.01
H -1.52 2.58 0.58
H -2.77 0.17 0.00
N -1.34 2.23 -0.32
C -1.59 -2.47 0.69
C 2.59 0.89 0.78
C 3.14 -0.15 -0.01
C -1.72 -0.03 0.24
N 0.60 0.60 -0.29
C 1.25 1.13 0.71
C 2.34 -0.71 -0.98
H -1.95 -2.47 1.77
C -0.97 0.97 -0.57
H -0.91 0.83 -1.65
```

***

[6]
Density functional theory data (the ωB97M-V functional and the def2-TZVPD basis) for an isolated ion of composition C9H13N2 and charge +1.

Calculated values
Charge: +1
Kohn-Sham gap (alpha / beta) (eV): 7.27 / 6.46
Relative energy (zero: lowest compared OMol25 entry of this formula, charge and spin) (kJ/mol): 620.48
HOMO (alpha / beta) (eV): -12.83 / -12.81
LUMO level (alpha / beta) (eV): -5.559 / -6.345
2S+1: 1

```
24
C9H13N2 (the ωB97M-V functional and the def2-TZVPD basis)
C 3.00 -1.31 0.38
C -0.09 0.53 -0.03
H -0.49 0.07 -2.05
H -2.33 -0.06 2.31
C -0.91 0.92 1.27
N 2.13 -0.25 0.13
C 0.96 1.57 -0.38
H -1.41 1.83 1.05
H 2.47 -2.13 0.78
H 3.81 -1.19 1.06
C -2.61 -0.71 0.34
H -1.75 1.07 -1.48
H -3.43 -1.34 0.36
C -1.05 0.32 -1.25
N 0.53 -0.69 0.24
C -2.02 -0.05 1.37
H 3.10 1.43 -0.20
H 3.64 -1.45 -0.42
H -0.44 0.81 2.26
C 2.17 1.02 -0.13
C -1.96 -0.91 -1.00
H -1.45 -1.80 -1.07
H 0.59 2.45 -0.71
H -2.48 -0.89 -1.95
```

***

no.,largest force on an atom (eV Å⁻¹)
1,4.49
2,4.51
3,3.17
4,2.35
5,5.33
6,7.74